Record 1
90
Properties=species:S:1:pos:R:3 method="wB97M-V/def2-TZVPD" total_charge=-1 multiplicity=1
H 0.9690 2.3957 0.0145
H -0.0806 -5.0951 -2.3780
H -1.4976 3.8092 -0.8941
H -0.7351 -9.7846 4.2750
C 1.4883 -3.9019 -1.4171
H -1.6456 -10.3220 2.8534
C -2.8919 -7.0957 1.8890
C -1.2869 -3.8121 1.1963
H 1.0755 -5.4180 -4.4568
C 0.0980 2.9932 0.3034
C -1.4656 -9.4814 3.5238
H 1.1209 -1.5234 -0.3679
H -0.0223 -8.5562 2.2251
O -0.2043 7.8367 -2.2551
C -3.3146 -6.7369 3.2960
H 0.7986 8.4257 -3.8800
H 0.8938 3.5428 3.6115
H -2.2492 9.5677 -2.4577
O -2.3324 -1.8103 0.3428
C -1.4062 1.1298 -4.0646
H 2.7109 2.6964 1.3995
O -3.5020 -6.7077 0.9322
C 0.4524 3.8638 1.5109
H 3.1888 -1.5196 0.6064
H -0.0633 10.5629 -1.8579
H 0.1467 2.0573 -2.0808
C -0.9683 3.3535 -3.3835
O -1.8332 -7.9073 1.6894
H -4.1414 -7.3888 3.5783
O -1.5403 6.8220 -0.8477
H -2.2531 0.5183 -4.3716
C 0.0282 3.1322 -2.2428
C 2.3041 -1.3902 2.5367
H 3.2642 -1.3535 3.0663
H -0.7880 1.3433 -4.9461
C 0.6412 10.1111 -2.5565
C -0.4054 3.7808 -0.9180
H 0.3077 2.1355 2.7427
H -2.1154 9.5731 -0.6934
H -1.1769 -3.4852 -0.9448
H -2.5294 -6.8188 4.0420
H -0.6841 2.2924 0.6145
H 0.3730 -2.0408 1.1310
H -3.6699 -5.7093 3.2803
C -2.3101 8.9502 -1.5664
C 2.4938 -2.1227 1.2079
H -0.7192 -5.0832 -0.4024
H 1.2388 4.5709 1.2187
C -0.6106 -4.0206 -0.1636
C -1.3474 7.7848 -1.5327
C 1.8071 0.0557 2.3234
H -2.0745 -4.5675 1.3085
H 4.3164 -3.2135 -3.2209
C 1.1667 -2.2943 0.4230
H -1.5467 4.2611 -3.1867
H -0.5728 -3.9482 2.0107
C 1.5624 -4.8322 -3.6786
C 3.3343 -3.6284 -3.0016
H 0.8919 10.8516 -3.3169
C -0.9451 -8.2942 2.7395
C 2.4278 2.5519 2.4474
C 0.9017 -4.6512 -2.4845
H -2.4028 -9.2505 4.0312
O -2.3393 -2.1214 2.5576
H 1.5459 9.8589 -2.0038
H 1.6412 0.2224 1.2532
H 1.0064 3.5192 -2.5431
H -0.0318 4.8046 -0.8750
N 2.7676 -4.3393 -3.9896
O -1.9267 2.3206 -3.5114
C 2.7814 -3.3978 -1.7663
H -3.3168 8.5492 -1.4834
H 2.9065 1.0073 3.9255
C 0.8774 -3.6696 -0.1721
H -0.7176 -7.4425 3.3817
H -0.4325 4.4322 1.8106
H 2.9692 -3.0974 1.3405
H -0.8213 9.0883 -3.7990
H 3.3585 -2.8295 -1.0469
H -0.4489 3.5013 -4.3419
H 0.8330 0.1795 2.8024
H 3.0662 3.2320 3.0233
C 0.9723 2.9984 2.6658
H 1.5917 -1.9388 3.1602
H -2.7436 -0.9949 0.6648
C 0.0676 8.8688 -3.2056
C 2.7810 1.1124 2.8420
C -2.0154 -2.5174 1.4543
H 3.7594 0.8833 2.4017
H -0.8015 0.5658 -3.3480

***

Record 2
92
Properties=species:S:1:pos:R:3 method="wB97M-V/def2-TZVPD" total_charge=-1 multiplicity=1
C 0.1254 -1.7808 4.5760
O 0.0940 0.3668 7.1673
C -3.9190 1.0595 -2.9077
C 6.5069 -1.3318 3.1205
H -4.0656 2.6972 -1.4504
H 1.8169 -1.2630 5.8294
O 4.9266 -3.2002 2.7663
C -5.3743 6.5367 -4.1863
H -0.4994 -2.6706 4.5508
H 2.6601 -3.9516 2.4794
H -3.8283 -0.7174 -1.6336
C 1.1776 -1.8251 3.4513
O -3.0290 -4.9654 -4.9650
C -3.2824 0.2138 -1.7872
H 1.6120 -1.4061 8.4984
H 7.2606 2.4231 3.7366
C 2.8906 -3.3864 1.5763
C -5.5971 4.5668 -2.5596
H 0.5925 -0.5770 -0.2927
C 4.1355 -2.5085 1.7947
C -6.0533 5.4331 -3.7112
H 0.3955 -1.0185 -1.9928
H -3.0922 4.0111 -3.8893
H 8.4406 -1.3827 2.2006
H -0.8439 -2.9130 -0.0150
C 7.9864 0.5754 2.9314
H -4.3287 7.9975 -2.9080
H -2.0718 -2.0876 -2.8721
H 2.0389 -2.3732 3.8430
H 6.6876 -3.3488 3.7068
O 1.2463 -3.1760 -0.1026
C 5.8647 0.8158 4.0234
H 1.1226 -2.8341 6.1961
C 0.8753 -1.8085 5.9248
H 8.9301 0.9754 2.5851
H -0.9993 -1.1381 -3.7289
C -4.0276 2.5505 -2.5311
H -3.3370 0.9311 -3.8192
C 0.6307 -2.4697 2.1812
H -4.2189 7.4367 -5.7497
H -6.9696 5.1234 -4.2193
H -3.9148 5.7147 -5.4791
H 4.6617 -0.9394 4.1463
H 2.0725 -1.5455 0.8698
H 5.1469 1.4481 4.5287
H -0.5115 -5.8690 -4.8846
H -4.9164 0.6578 -3.0933
C -0.6874 -4.8188 -4.6447
H -0.4696 -0.8707 4.5260
C 5.5988 -0.5261 3.7941
C 1.6924 -2.5532 1.0877
H -0.1758 -1.8092 1.8458
H 0.1944 -3.4523 2.3696
H -0.1443 -3.2434 -1.5602
H -2.3770 3.9405 -2.2824
H -0.5250 -4.2288 -5.5495
H -4.7008 5.0068 -2.1224
H -5.3995 8.6492 -4.1404
O -1.3364 -0.7561 -0.9034
C -5.3237 3.1420 -3.1010
H 3.7589 -1.5632 2.1964
H 6.8632 -3.1186 1.9906
N -1.8642 -1.1470 -3.2092
H -3.2304 0.7613 -0.8450
H 4.0733 -2.1125 -0.3092
C 6.2727 -2.8009 2.8557
O -1.3715 -1.6080 7.2445
H -5.4045 6.2208 -6.3245
C -1.8532 -0.2067 -2.1313
H 3.1475 -4.1161 0.8073
H 1.4894 -0.7961 3.2532
H -6.3717 4.4875 -1.7872
C 0.0138 -1.1967 -0.9857
O 0.6626 -1.5845 8.5505
S -0.0573 -1.0554 7.2204
C 4.8266 -2.3039 0.4537
H -1.2502 0.6737 -2.3906
C 7.0544 1.3725 3.5805
O -2.2842 -4.1622 -2.9947
C -4.6901 6.4761 -5.5325
H 0.0327 -4.5069 -3.8851
C -2.8039 3.3342 -3.0847
C 7.7065 -0.7640 2.7046
C 0.0223 -2.6839 -0.6384
C -2.1457 -4.6313 -4.1560
H 5.4456 -1.4017 0.4879
H -5.3193 3.1227 -4.1918
H 5.4719 -3.1395 0.1917
H -6.1066 7.9202 -2.7095
H -6.1392 2.5096 -2.7433
H -2.0242 2.6567 -3.4239
C -5.2894 7.8377 -3.4187

***

Sequential energy output: -1755.7398, -2229.1013 hartree
Sequential Kohn-Sham gap output: 3.99, 5.87 eV
Sequential lowest unoccupied orbital energy output: 0.0663, 0.0536 Ha